(1)
The following is a DFT calculation (ωB97M-V with the def2-TZVPD basis set) of a 16-piece molecular cluster, H32O16 overall.

```
48
Properties=species:S:1:pos:R:3:forces:R:3
O -3.150 0.196 0.136 0.1 0.1 0.4
H -2.180 0.153 0.101 -0.2 0.2 -0.4
H -3.450 0.947 -0.393 0.4 -0.3 -0.1
O 2.382 -0.884 0.374 2.0 -1.6 -3.1
H 3.025 -1.550 -0.047 -1.5 1.7 0.5
H 2.504 -1.100 1.264 -0.2 -0.1 2.7
O -2.528 -3.695 3.288 0.7 -4.6 0.2
H -1.582 -3.540 3.301 0.4 1.0 0.1
H -2.427 -4.734 3.445 -0.9 3.1 -0.4
O -3.221 -1.350 4.007 3.4 1.8 5.8
H -3.950 -1.854 4.016 -4.1 -3.3 1.0
H -3.240 -1.145 3.164 0.7 2.2 -6.7
O -0.745 -5.294 0.821 -1.9 -1.1 1.3
H -1.608 -5.589 1.284 2.1 0.8 -1.2
H -0.801 -4.340 0.828 -0.5 0.3 -0.3
O -1.819 1.923 -3.281 -4.5 -3.9 -4.8
H -1.560 0.984 -3.609 -1.4 2.5 0.4
H -1.173 2.074 -2.724 5.1 1.8 4.9
O 0.200 0.436 -0.399 -3.3 4.7 0.4
H 0.872 -0.160 -0.285 2.9 -2.1 0.9
H 0.367 1.270 0.173 -0.2 -2.4 -1.3
O 1.160 4.990 1.052 -1.2 -1.6 -3.5
H 1.020 4.595 0.072 0.8 2.0 3.0
H 0.223 4.883 1.281 0.3 0.1 0.6
O 2.366 -0.729 -4.950 2.0 -3.2 2.2
H 1.987 -1.610 -4.437 1.2 3.1 -2.1
H 3.398 -0.773 -4.823 -3.1 0.0 -0.4
O 1.477 -3.290 2.080 -6.3 -0.9 3.0
H 2.223 -3.214 1.614 3.9 -0.1 -3.4
H 0.676 -3.687 1.607 2.7 0.7 0.6
O 0.883 3.448 -1.480 3.8 -1.0 0.2
H 1.294 3.256 -0.581 -1.0 -0.2 -1.3
H 1.761 3.275 -2.014 -2.7 0.7 1.0
O -0.047 0.546 -4.655 -1.6 -0.4 0.9
H 0.716 0.536 -5.201 1.4 -0.2 -0.4
H 0.156 0.938 -3.798 0.7 0.0 -0.5
O 0.277 1.601 2.735 -1.9 -0.4 1.3
H -0.702 1.317 2.720 2.4 0.8 0.0
H 0.365 2.065 3.607 0.0 -0.6 -1.2
O 3.564 2.018 3.207 -10.1 -4.7 2.2
H 2.929 2.103 2.434 0.6 -0.4 1.7
H 4.226 2.393 2.880 9.4 5.1 -3.9
O -1.423 3.157 1.268 -2.0 -0.3 -0.2
H -2.178 2.531 1.029 1.4 1.3 0.4
H -1.853 3.905 1.740 0.2 -0.8 -0.5
O 0.242 -2.492 -4.197 -0.8 2.0 0.9
H -0.188 -1.602 -3.975 1.1 -1.4 -0.5
H -0.469 -2.906 -4.677 -0.2 -0.6 -0.4
```
Forces are in eV/Å.

## Properties
relative energy (zero: lowest compared OMol25 entry of this formula, charge and spin)	9.885	eV
frontier orbital gap	0.38905	Eh
M	288.2	g mol⁻¹
E_HOMO	-10.9	eV


(2)
The following is a DFT calculation (ωB97M-V with the def2-TZVPD basis set) of a 3-piece molecular cluster, C3H14N2O2 overall.

```
21
Properties=species:S:1:pos:R:3:forces:R:3
N 0.124 2.260 -1.943 0.9 0.9 1.3
C 0.195 0.903 -1.287 -1.9 -0.3 0.2
C 1.371 0.807 -0.277 3.0 0.2 -3.2
C 1.445 0.060 1.052 -2.0 2.3 3.3
N 0.255 -0.612 1.649 -3.7 2.1 -0.5
H 1.087 2.654 -1.793 -1.1 -0.4 -0.7
H -0.432 2.973 -1.412 0.3 -1.3 -0.3
H -0.824 0.588 -0.847 1.6 0.8 -0.4
H 0.307 0.216 -2.146 0.3 0.1 0.6
H 1.757 1.857 -0.187 -0.7 -0.7 0.7
H 2.289 0.449 -0.968 -1.8 0.2 1.4
H 2.327 -0.582 1.145 -0.4 0.1 0.0
H 1.500 0.942 1.885 0.8 -1.9 -2.0
H 0.013 -1.571 1.543 0.7 -0.7 -0.4
H -0.784 -0.112 1.539 4.1 -1.2 0.1
H -3.067 0.776 -0.944 -0.2 0.1 0.1
H -3.787 0.781 0.488 2.4 -1.1 -1.8
O -2.975 0.415 -0.053 -2.4 1.0 1.7
H -0.422 -3.648 0.340 -4.3 -1.8 -1.9
H 0.575 -2.815 0.371 3.6 6.7 -3.8
O 0.318 -3.498 0.817 0.8 -5.2 5.5
```
Forces are in eV/Å.

## Properties
SMILES	NCCCN.O.O
relative energy (zero: lowest compared OMol25 entry of this formula, charge and spin)	3.541	eV
frontier orbital gap	0.33351	Eh
M	110.2	g mol⁻¹
E_HOMO	-8.6	eV


(3)
The following is a DFT calculation (ωB97M-V with the def2-TZVPD basis set) of a 10-piece molecular cluster, C28H60O18S6 overall.

```
112
Properties=species:S:1:pos:R:3:forces:R:3
C -2.324 4.376 1.825 -0.2 -0.5 -0.3
C -1.085 4.656 0.948 -2.9 0.1 1.9
C -0.872 6.157 0.930 -0.3 0.2 -0.7
O 0.300 6.310 1.647 1.4 1.6 0.0
C 0.760 5.152 2.055 3.1 0.5 2.1
O 1.772 5.036 2.698 -0.6 -0.1 -0.4
O -0.040 4.186 1.744 0.3 -2.4 -1.0
H -2.359 4.870 2.796 0.5 0.9 -0.3
H -2.304 3.356 2.209 -0.4 -0.4 -0.9
H -3.202 4.662 1.246 -0.3 -0.4 0.3
H -1.193 4.173 -0.024 0.5 -0.1 0.1
H -1.587 6.679 1.566 -0.6 0.2 -1.0
H -0.701 6.515 -0.085 -0.5 0.5 0.1
C -5.382 2.601 -7.930 0.4 0.0 1.1
C -4.242 3.521 -7.423 -1.7 0.8 -1.0
C -4.377 4.200 -6.075 -1.7 -1.8 0.9
O -3.057 4.240 -5.580 0.2 1.1 -0.1
C -2.320 3.393 -6.292 2.1 -1.0 -0.2
O -1.146 3.200 -6.100 -1.5 0.1 -0.3
O -3.070 2.752 -7.246 0.8 0.6 0.4
H -6.393 2.999 -8.010 0.3 0.8 -0.2
H -5.535 1.844 -7.160 0.3 -0.5 -0.2
H -5.090 2.157 -8.882 0.0 -0.1 0.2
H -4.093 4.334 -8.134 0.5 -0.2 -0.5
H -4.890 3.475 -5.443 -0.3 0.0 0.3
H -4.961 5.116 -5.988 0.7 0.3 -0.4
C 2.607 -2.646 0.715 1.0 0.1 1.3
C 1.342 -1.854 0.550 1.1 0.2 0.1
C 1.253 -1.203 -0.805 0.4 0.0 -0.2
O -0.103 -1.469 -1.186 -0.5 1.3 -0.9
C -0.651 -2.367 -0.384 -1.9 -2.8 0.3
O -1.742 -2.935 -0.476 2.8 2.2 0.0
O 0.276 -2.730 0.534 -1.9 -1.3 0.6
H 2.732 -3.091 1.702 -0.7 -0.2 0.2
H 3.481 -1.997 0.756 0.1 0.2 -0.8
H 2.703 -3.461 -0.002 0.0 0.3 -0.2
H 1.157 -1.117 1.331 0.3 0.0 0.2
H 1.928 -1.678 -1.517 -0.2 -0.1 -0.2
H 1.519 -0.148 -0.749 -0.6 0.1 -0.3
C 0.915 -7.898 5.722 -0.2 0.3 -0.7
C -0.519 -7.361 5.795 1.8 -0.5 -0.2
C -1.309 -7.428 4.513 0.4 0.1 0.2
O -2.297 -8.431 4.791 -0.8 -0.5 -0.2
C -2.263 -8.797 6.113 -0.7 0.3 1.1
O -3.004 -9.446 6.813 0.4 0.3 -2.3
O -1.219 -8.205 6.668 0.6 0.8 1.4
H 1.297 -8.085 6.725 0.1 0.3 -0.1
H 1.499 -7.176 5.151 0.4 0.2 0.4
H 1.030 -8.816 5.145 -0.5 -0.3 0.1
H -0.445 -6.320 6.109 -0.4 -0.2 0.7
H -0.626 -7.686 3.703 -0.5 -0.5 -0.3
H -1.716 -6.439 4.303 -0.7 -0.4 -0.2
C 4.593 6.321 -3.970 0.1 0.1 -0.7
S 3.421 7.773 -4.130 2.2 1.1 0.9
O 4.078 8.876 -3.271 -1.2 -1.7 -1.3
C 3.835 8.228 -5.864 0.8 -0.2 0.0
H 4.518 5.620 -4.801 -0.5 0.1 -0.1
H 4.463 5.743 -3.055 -0.3 0.5 0.1
H 5.622 6.677 -4.019 -0.1 0.5 0.2
H 4.893 8.474 -5.954 0.2 0.1 0.6
H 3.302 9.130 -6.166 -0.4 -0.3 0.2
H 3.737 7.403 -6.570 -0.7 -0.1 0.1
C -2.298 0.388 7.485 1.1 -0.1 -0.7
S -4.083 0.483 7.411 -0.4 -1.0 1.6
O -4.515 -0.857 7.954 0.1 0.6 -0.7
C -4.430 1.611 8.810 0.7 -0.4 -0.8
H -1.722 1.257 7.167 -0.4 0.5 0.4
H -2.021 -0.313 6.698 -0.3 -0.4 0.0
H -1.898 -0.024 8.411 -0.4 0.2 0.2
H -5.515 1.605 8.916 0.1 0.4 -0.1
H -3.967 2.550 8.506 -0.4 0.3 0.3
H -3.971 1.230 9.723 0.0 -0.1 -0.1
C 6.534 -0.893 9.425 -0.4 0.7 -0.6
S 5.610 -1.990 8.222 -0.7 0.6 -0.5
O 4.820 -1.107 7.259 1.6 -1.0 1.2
C 7.116 -2.678 7.390 -0.3 1.2 1.1
H 5.786 -0.174 9.759 -0.4 -0.5 0.3
H 7.244 -0.194 8.981 0.3 -0.5 -0.6
H 7.013 -1.388 10.270 -0.3 -0.4 -0.2
H 7.584 -3.276 8.173 0.1 -0.1 -0.1
H 7.669 -1.743 7.297 0.5 -0.4 -0.8
H 6.966 -3.256 6.478 -0.3 0.3 0.2
C -10.832 2.415 -1.188 0.5 0.3 -0.4
S -9.283 1.571 -1.624 -0.9 -0.8 -2.2
O -9.483 1.274 -3.139 0.4 0.4 2.7
C -9.556 0.011 -0.718 0.3 0.0 -0.7
H -10.905 2.739 -0.150 0.1 -0.3 0.0
H -11.670 1.816 -1.543 0.1 -0.1 0.2
H -10.754 3.301 -1.819 -0.2 0.1 0.1
H -9.200 0.136 0.305 -0.4 0.0 0.1
H -8.922 -0.727 -1.210 0.2 0.1 0.0
H -10.575 -0.350 -0.856 -0.1 0.3 0.4
C 10.362 0.514 -4.038 -0.2 -0.3 -0.1
S 9.759 0.500 -2.319 -0.6 -0.6 -0.1
O 8.280 0.246 -2.477 1.1 0.0 0.3
C 10.553 -1.044 -1.632 0.2 -0.2 -0.6
H 11.446 0.540 -4.150 0.0 0.2 0.3
H 9.889 1.393 -4.477 0.2 0.2 0.2
H 9.961 -0.314 -4.623 0.0 -0.3 0.4
H 10.027 -1.935 -1.974 -0.4 0.2 0.0
H 10.612 -1.046 -0.543 -0.5 0.4 -0.1
H 11.581 -1.193 -1.964 0.1 0.5 -0.3
C -2.003 -4.429 -7.290 -0.5 0.7 0.4
S -0.744 -5.334 -8.241 0.6 0.0 1.9
O 0.374 -5.493 -7.200 -1.5 -0.1 -1.6
C -1.633 -6.930 -8.418 0.4 0.1 0.0
H -3.042 -4.428 -7.618 0.1 -0.4 -0.7
H -1.713 -3.379 -7.257 0.3 0.0 -0.2
H -2.054 -4.735 -6.245 0.5 -0.5 -0.1
H -2.312 -7.113 -7.585 0.2 -0.1 0.0
H -0.833 -7.668 -8.479 0.0 -0.1 0.3
H -2.163 -6.990 -9.369 -0.1 0.4 0.0
```
Forces are in eV/Å.

## Properties
relative energy (zero: lowest compared OMol25 entry of this formula, charge and spin)	4.309	eV
frontier orbital gap	0.33036	Eh
M	877.2	g mol⁻¹
E_HOMO	-8.9	eV


(4)
The following is a DFT calculation (ωB97M-V with the def2-TZVPD basis set) of a 2-piece molecular cluster, C2H8O2P2S overall.

```
15
Properties=species:S:1:pos:R:3:forces:R:3
C -3.048 0.830 0.547 -3.1 -0.8 0.2
C -2.178 0.107 -0.393 -1.9 -1.1 -0.7
O 0.320 -1.878 0.283 0.9 0.2 0.3
O 0.860 0.006 -1.045 2.0 0.8 -1.4
P 2.018 -0.325 1.729 -1.7 0.8 0.1
P 1.758 -1.220 -0.260 -2.3 0.6 -0.5
S -2.765 -1.174 -1.184 0.1 -0.3 -0.2
H -4.163 0.385 0.693 2.5 1.1 -1.2
H -3.053 1.900 0.499 -0.1 0.7 -0.6
H -2.742 0.661 1.521 1.4 -0.4 2.2
H -1.173 0.339 -0.636 0.8 0.8 0.4
H 0.106 -2.725 -0.081 -0.2 -0.7 -0.6
H 1.283 0.474 -1.843 -0.7 -1.3 1.9
H 3.362 -0.481 1.749 1.4 -0.6 0.4
H 1.501 -1.458 2.440 0.8 0.2 -0.3
```
Forces are in eV/Å.

## Properties
SMILES	OP(O)#[PH2].CC=S
relative energy (zero: lowest compared OMol25 entry of this formula, charge and spin)	0.959	eV
frontier orbital gap	0.31345	Eh
M	158.1	g mol⁻¹
E_HOMO	-8.2	eV


(5)
The following is a DFT calculation (ωB97M-V with the def2-TZVPD basis set) of one molecule with the formula C5H8O.

```
14
Properties=species:S:1:pos:R:3:forces:R:3
C -1.492 -1.654 1.516 -0.2 0.4 -0.3
C -0.728 -1.314 0.479 0.2 0.7 0.3
C -0.294 0.066 0.274 0.6 -0.2 -0.4
C 0.540 0.518 -0.675 0.0 -0.5 -0.5
O 0.998 -0.248 -1.721 -0.2 -0.1 0.4
C 1.104 1.898 -0.714 0.4 -0.5 -0.1
H -1.864 -2.647 1.678 0.1 -0.3 0.1
H -1.836 -0.866 2.182 0.0 -0.2 0.0
H -0.322 -2.046 -0.199 -0.2 -0.5 -0.1
H -0.597 0.785 0.998 -0.2 0.4 0.5
H 0.614 -1.137 -1.650 0.2 0.3 -0.1
H 2.194 1.851 -0.638 0.0 -0.2 0.3
H 0.716 2.414 0.155 -0.1 0.6 -0.2
H 0.968 2.380 -1.685 -0.6 0.2 0.3
```
Forces are in eV/Å.

## Properties
SMILES	C=C/C=C(/C)O
relative energy (zero: lowest compared OMol25 entry of this formula, charge and spin)	1.197	eV
frontier orbital gap	0.33271	Eh
M	84.1	g mol⁻¹
E_HOMO	-8.1	eV


(6)
The following is a DFT calculation (ωB97M-V with the def2-TZVPD basis set) of an isolated ion of composition C2HClNO and charge +1.

```
6
Properties=species:S:1:pos:R:3:forces:R:3
C -1.187 -0.793 -0.615 0.5 0.3 0.2
C 0.896 0.737 0.380 -0.6 0.2 -0.8
N -0.291 -0.193 -0.250 -0.4 -0.2 0.0
O 0.984 1.778 -0.107 0.2 0.0 0.2
Cl 1.616 -0.152 1.552 0.4 -0.2 0.5
H -2.018 -1.377 -0.961 -0.2 -0.1 -0.1
```
Forces are in eV/Å.

## Properties
SMILES	C#[N+]C(=O)Cl
relative energy (zero: lowest compared OMol25 entry of this formula, charge and spin)	0.000	eV
frontier orbital gap	0.44375	Eh
net charge	+1
M	90.5	g mol⁻¹
E_HOMO	-17.9	eV